# 1
Entry from the Open Molecules 2025 dataset: C19H21F2N3O2S in the gas phase (ωB97M-V with the def2-TZVPD basis set).

Each line ends with the Mulliken charge.
Atoms and positions in Å:
1 O -1.4221 1.5401 -0.0211  -0.67
2 C -0.6955 0.8343 0.6386  0.43
3 N 0.6356 1.0317 0.8454  -0.03
4 C 1.4698 2.0289 0.3542  0.77
5 C 1.0048 3.0688 -0.4495  -0.43
6 C 1.8828 4.0323 -0.9055  -0.58
7 C 3.2223 3.9622 -0.5616  -0.19
8 C 3.6983 2.9387 0.2423  -0.56
9 C 2.8230 1.9730 0.6937  -0.56
10 H 3.1852 1.1665 1.3149  0.37
11 H 4.7446 2.8972 0.5024  0.43
12 S 4.3614 5.1977 -1.1808  -0.16
13 C 4.9691 4.2675 -2.6240  0.32
14 F 5.5674 3.1165 -2.2591  -0.23
15 F 3.9659 3.9255 -3.4531  -0.23
16 H 5.6911 4.8910 -3.1676  0.21
17 H 1.5312 4.8362 -1.5329  0.44
18 H -0.0383 3.1111 -0.7144  0.52
19 H 1.0738 0.3032 1.4016  0.18
20 C -1.2014 -0.3958 1.3915  -0.67
21 N -0.1571 -1.4014 1.5118  0.07
22 C 0.1088 -2.0811 0.2544  -0.98
23 C -1.0888 -2.9275 -0.2337  -1.11
24 N -1.8899 -3.2934 0.9117  0.48
25 C -3.1783 -3.7809 0.7463  0.38
26 C -3.6779 -4.1374 -0.5094  -0.42
27 C -4.9824 -4.5598 -0.6652  -0.79
28 C -5.8309 -4.6482 0.4306  0.93
29 C -5.3487 -4.2936 1.6833  -0.80
30 C -4.0475 -3.8589 1.8372  -0.46
31 H -3.7145 -3.5617 2.8200  0.36
32 H -6.0004 -4.3458 2.5463  0.25
33 O -7.1126 -5.0793 0.2348  -0.57
34 H -7.5844 -5.0759 1.0756  0.27
35 H -5.3588 -4.8340 -1.6377  0.40
36 H -3.0438 -4.0964 -1.3803  0.39
37 C -1.0788 -3.6503 2.0506  -0.95
38 C -0.3678 -2.3835 2.5697  -0.83
39 H 0.6131 -2.6551 2.9776  0.31
40 H -0.9478 -1.9184 3.3674  0.41
41 H -1.6910 -4.0947 2.8322  0.42
42 H -0.3296 -4.4003 1.7492  0.32
43 H -1.7075 -2.3380 -0.9143  0.59
44 H -0.7118 -3.8075 -0.7815  0.46
45 H 0.9828 -2.7179 0.4160  0.49
46 H 0.3667 -1.3399 -0.5045  0.28
47 H -2.1171 -0.7485 0.9020  0.17
48 H -1.4740 -0.0522 2.3944  0.59

- Net charge: 0
- Kohn-Sham gap: 8.1 eV
- SMILES: O=C(CN1CCN(c2ccc(O)cc2)CC1)Nc1ccc(SC(F)F)cc1

---

# 2
Entry from the Open Molecules 2025 dataset: C19H21F3N2O in the gas phase at a distorted geometry (ωB97M-V with the def2-TZVPD basis set).

Each line ends with the Mulliken charge.
Atoms and positions in Å:
1 O -1.5123 -0.1732 2.4913  -0.70
2 F 2.3041 -3.5277 -0.2182  -0.25
3 F 2.2720 -2.1647 1.5115  -0.26
4 F 2.5844 -4.1999 1.7621  -0.30
5 C -1.0703 -0.1001 1.3773  -0.19
6 C -0.7383 1.0410 0.6086  -0.02
7 C 0.0133 0.6320 -0.4646  -0.45
8 C -2.4560 -4.1682 1.7274  -0.74
9 C -1.4785 -5.1987 1.8832  -0.64
10 C -2.0176 -2.8785 1.3803  -0.01
11 C -0.0780 -4.7647 1.8162  -0.99
12 C -0.6564 -2.5150 1.1592  0.50
13 C 0.3801 -3.4982 1.3291  0.22
14 N -0.4884 -1.2010 0.7642  0.38
15 N 0.1097 -0.7827 -0.5034  0.25
16 C 1.8871 -3.3328 1.0296  0.90
17 C 0.5099 -1.5851 -1.6842  -1.32
18 C -1.6704 2.7699 -1.5629  -2.28
19 C 0.0622 4.4100 -0.9787  -1.67
20 C 0.9782 2.6045 1.2879  -1.12
21 C 1.1462 1.6157 -2.4789  -1.85
22 C 1.7178 2.3065 0.0003  -1.03
23 C -0.3207 2.9917 -0.8092  1.33
24 C -0.5170 2.5333 0.7894  -0.07
25 C 0.6974 1.9152 -1.0744  1.63
26 H -3.4810 -4.4426 1.7291  0.40
27 H -1.7818 -6.1696 2.2259  0.41
28 H -2.8812 -2.2676 1.1110  0.31
29 H 0.6589 -5.5275 1.9538  0.45
30 H 0.1879 -1.0323 -2.6285  0.41
31 H 1.5938 -1.7398 -1.7499  0.35
32 H 0.0132 -2.5292 -1.8341  0.40
33 H -2.2899 3.4387 -1.0457  0.63
34 H -2.0112 1.7813 -1.4807  0.36
35 H -1.6163 3.0860 -2.5572  0.52
36 H -0.8570 5.0848 -0.8240  0.32
37 H 0.8146 4.7392 -0.3579  0.45
38 H 0.3658 4.6212 -2.0069  0.35
39 H 1.1840 3.6730 1.5534  0.41
40 H 1.3879 2.0020 2.0488  0.47
41 H 1.5662 2.4830 -2.9704  0.38
42 H 1.8044 0.7034 -2.6755  0.23
43 H 0.1673 1.4580 -2.9156  0.53
44 H 2.5499 1.5735 0.1481  0.39
45 H 2.2204 3.2246 -0.2794  0.41
46 H -1.2541 3.1106 1.4126  0.49

- Net charge: 0
- Kohn-Sham gap: 8.2 eV
- SMILES: Cn1c2c(c(=O)n1-c1ccccc1C(F)(F)F)[C@H]1CC[C@]2(C)C1(C)C

---

# 3
Entry from the Open Molecules 2025 dataset: a molecular structure, C19H21F4O24Pb at a distorted geometry (ωB97M-V with the def2-TZVPD basis set).

Each line ends with the Mulliken charge.
Atoms and positions in Å:
1 Pb -0.0393 1.2389 0.8784  3.88
2 O -0.2853 5.6073 -0.9037  -0.51
3 C -0.5504 4.6536 0.0308  0.44
4 O 0.0938 3.6076 0.0262  -0.64
5 O -1.5830 4.8685 0.7206  -0.76
6 H -0.9500 6.2060 -0.5553  0.29
7 O -1.1731 0.2103 2.9621  -0.28
8 C -1.6394 1.3505 3.5356  0.52
9 O -2.1370 1.2684 4.6502  -0.80
10 O -1.5381 2.3411 2.8424  -0.64
11 H -1.4570 -0.3309 3.7024  0.18
12 O -4.1076 2.2684 -1.4146  -0.58
13 C -3.5433 2.0644 -0.2505  0.61
14 O -4.1916 2.2522 0.7828  -0.27
15 O -2.3312 1.7925 -0.2947  -0.35
16 H -3.4334 1.8779 -1.9754  0.33
17 C -0.3170 -5.2130 2.0786  -1.33
18 C 0.8998 -4.2953 1.9407  0.17
19 C 1.6654 -4.1744 0.6148  -0.23
20 O 1.8874 -2.7833 0.6868  -0.29
21 C 1.1121 -2.1353 1.5479  0.37
22 O 1.1275 -0.9435 1.7211  -0.69
23 O 0.3210 -2.9848 2.2017  -0.25
24 H -0.1149 -6.2839 2.0622  0.46
25 H -1.1730 -5.1173 1.4107  0.09
26 H -0.7874 -5.2679 3.0604  0.38
27 H 1.6408 -4.3470 2.7384  0.42
28 H 1.0478 -4.5059 -0.2200  0.18
29 H 2.5177 -4.8339 0.7781  0.33
30 C 3.9858 1.6617 -3.5427  -0.56
31 C 2.6306 2.3638 -3.7086  0.23
32 O 2.1846 2.4178 -2.4508  -0.23
33 C 2.8304 1.4209 -1.5905  0.33
34 O 2.3776 1.1652 -0.5129  -0.52
35 O 3.8466 0.9529 -2.3151  -0.37
36 F 1.6864 1.5835 -4.2364  -0.25
37 H 4.6510 2.5093 -3.3782  0.36
38 H 4.1916 1.0685 -4.4337  0.34
39 H 2.6226 3.2920 -4.2799  0.30
40 C -3.7393 -3.7218 -0.6944  -0.47
41 C -2.3409 -3.7628 -1.2503  0.30
42 O -1.5697 -2.8195 -0.5169  -0.13
43 C -2.3434 -1.9673 0.1202  0.35
44 O -1.9821 -0.8717 0.4952  -0.58
45 O -3.5273 -2.4807 0.1600  -0.43
46 F -2.2736 -3.3691 -2.5124  -0.31
47 H -4.0582 -4.5999 -0.1329  0.30
48 H -4.5356 -3.6121 -1.4307  0.29
49 H -1.9505 -4.7805 -1.2566  0.26
50 C -1.4284 -0.4478 -4.8639  -0.52
51 C -0.0735 -1.2938 -4.8612  0.18
52 O 0.5320 -1.2942 -3.5603  -0.25
53 C -0.2781 -0.5901 -2.8033  0.65
54 O 0.0227 -0.2255 -1.7193  -0.50
55 O -1.3643 -0.2916 -3.3675  -0.29
56 F 0.6714 -0.8526 -5.8374  -0.29
57 H -2.3638 -0.7929 -5.3043  0.30
58 H -1.1419 0.5213 -5.2726  0.30
59 H -0.3638 -2.3227 -5.0741  0.36
60 C 1.4890 3.4888 5.0766  -0.50
61 C 2.9643 3.7452 4.8512  0.30
62 O 3.2755 2.8793 3.7642  -0.31
63 C 2.1051 2.6933 3.1654  0.37
64 O 1.9246 1.8648 2.2621  -0.55
65 O 1.1644 3.1995 3.7591  -0.12
66 F 3.6191 3.3645 5.9857  -0.30
67 H 0.9386 4.2045 5.6873  0.34
68 H 1.3937 2.5447 5.6130  0.29
69 H 3.2656 4.7642 4.6082  0.32

- Net charge: 0
- Kohn-Sham gap (spin up / spin down): 6.9 / 4.3 eV
- 2S+1: 2

---

# 4
Entry from the Open Molecules 2025 dataset: a molecular structure, C19H21GaO2 at a distorted geometry (ωB97M-V with the def2-TZVPD basis set).

Each line ends with the Mulliken charge.
Atoms and positions in Å:
1 C 0.9346 -2.3144 3.0382  -0.39
2 C -0.4662 -2.2355 2.8899  -0.56
3 C -0.7816 -2.1972 1.4944  -0.48
4 H -1.2039 -2.2876 3.6893  0.42
5 C 0.5046 -2.3460 0.7689  -0.02
6 C 1.5435 -2.3982 1.7706  -1.22
7 H 2.5919 -2.5884 1.5558  0.44
8 H 1.4641 -2.3792 3.9856  0.43
9 H -1.7660 -2.3639 1.0547  0.54
10 H 0.5986 -2.7001 -0.2588  0.53
11 C -1.2936 2.7388 1.7161  -0.60
12 C -1.2601 2.2618 3.0034  -0.46
13 C 0.0679 1.6123 3.2754  -0.20
14 H -2.0147 2.3378 3.7769  0.40
15 C 0.6823 1.5121 1.8394  -0.08
16 C -0.1057 2.3810 1.0243  -0.77
17 H 0.1712 2.6909 0.0180  0.43
18 H -2.1016 3.3128 1.2736  0.45
19 H 0.6896 2.2936 3.8924  0.35
20 H 1.7729 1.4305 1.7853  0.57
21 Ga 0.0892 -0.2582 0.9441  0.31
22 O -0.2328 0.0760 -0.8622  -0.02
23 C -1.1234 -0.6873 -1.6612  -0.60
24 C -0.4085 -1.1871 -2.8486  -0.79
25 H -1.5154 -1.5614 -1.1141  0.17
26 H -1.9296 -0.0131 -1.9939  0.50
27 H -0.2925 -2.2737 -2.9247  0.26
28 H 1.0342 -2.0330 -4.8960  0.32
29 C 0.7851 -0.9692 -4.9652  -0.47
30 C 0.0451 -0.3829 -3.8841  1.11
31 C -0.2308 1.0327 -3.9693  -0.27
32 H -0.7337 1.4962 -3.1141  0.23
33 C 0.1129 1.7528 -5.1027  -0.60
34 H -0.1554 2.8102 -5.1640  0.35
35 C 0.8041 1.1368 -6.1571  -0.35
36 H 1.0627 1.7141 -7.0435  0.36
37 C 1.1731 -0.2157 -6.0628  -0.50
38 H 1.7593 -0.6762 -6.8595  0.35
39 C -0.0599 0.3022 5.2807  -0.89
40 O 0.0098 0.3244 3.8676  -0.08
41 H -0.9123 0.8939 5.6580  0.30
42 H 0.8734 0.7073 5.7161  0.34
43 H -0.1823 -0.7498 5.5634  0.24

- Net charge: 0
- Kohn-Sham gap (spin up / spin down): 6.8 / 6.4 eV

---

# 5
Entry from the Open Molecules 2025 dataset: a molecular structure, C19H21IrN4O (ωB97M-V with the def2-TZVPD basis set).

Each line ends with the Mulliken charge.
Atoms and positions in Å:
1 Ir -0.2325 0.6947 0.2985  1.28
2 C 2.5694 0.8712 1.3210  -1.03
3 N 1.6563 1.3389 0.2733  -0.12
4 C 1.9269 2.2069 -0.6661  0.13
5 C 0.8809 2.4936 -1.5595  -0.18
6 C 0.7104 3.2639 -2.7147  -0.90
7 C -0.6021 3.0698 -3.1414  -0.82
8 C -1.2038 2.1854 -2.2449  -0.41
9 N -0.3233 1.8584 -1.2816  0.20
10 C 1.9933 -0.4159 1.8508  0.77
11 C 2.7144 -1.5935 1.8727  -0.87
12 C 2.1251 -2.7667 2.3461  -0.53
13 C 0.8088 -2.7799 2.7908  -0.67
14 C 0.0723 -1.6069 2.7647  -0.39
15 C 0.6578 -0.4338 2.2910  -0.26
16 H 2.6377 1.6103 2.1239  0.29
17 H 3.5684 0.7262 0.9094  0.53
18 H 2.9147 2.6488 -0.7505  0.51
19 H 1.4557 3.8897 -3.1796  0.52
20 H -1.0731 3.5099 -4.0039  0.48
21 H -2.2021 1.7753 -2.2569  0.56
22 H 3.7423 -1.6110 1.5332  0.45
23 H 2.7087 -3.6778 2.3713  0.46
24 H 0.3721 -3.6926 3.1722  0.47
25 H -0.9451 -1.5920 3.1363  0.50
26 H 0.1180 0.5104 2.4519  0.67
27 C -2.9691 2.2845 1.1769  -1.16
28 C -3.2056 0.8872 0.6984  0.92
29 N -4.4435 0.4362 0.6382  -0.37
30 O -2.2600 0.1342 0.3389  -0.86
31 H -3.7442 2.6286 1.8580  0.45
32 H -2.9544 2.9507 0.3109  0.34
33 H -2.0003 2.3589 1.6748  0.24
34 H -5.2244 1.0113 0.9105  0.22
35 H -4.6306 -0.4832 0.2661  0.25
36 C 0.6046 -3.2215 -2.2286  -0.23
37 C -0.2868 -3.2456 -1.1691  -1.02
38 C -0.5047 -2.0919 -0.4448  -0.05
39 N 0.1363 -0.9492 -0.7425  -0.03
40 C 0.9969 -0.9104 -1.7787  0.19
41 C 1.2496 -2.0325 -2.5356  -0.88
42 H 0.7896 -4.1142 -2.8108  0.46
43 H -0.8198 -4.1455 -0.8976  0.47
44 H -1.1958 -2.0553 0.3806  0.56
45 H 1.4664 0.0363 -1.9939  0.38
46 H 1.9448 -1.9618 -3.3598  0.48

- Net charge: +2
- Kohn-Sham gap: 6.7 eV

---

> Look up the net charge of the fourth one.

0

---

> net charge of number 2 (C19H21F3N2O)?

0

---

> The highest net charge belongs to which entry?

C19H21IrN4O